Entry 1:
ORCA calculation (wB97M-V/def2-TZVPD) on a molecular structure, C24H36CsN2O8S2Si in a non-equilibrium geometry.

Geometry (Å):
Cs 1.3034 1.4633 -2.4019
O 2.5687 3.3500 1.8945
C 2.4554 3.5398 0.5699
O 3.0326 2.8651 -0.2348
C 1.5490 4.6850 0.2537
C 1.2711 5.6610 1.2126
C 0.4198 6.6878 0.8580
C -0.1460 6.6955 -0.4054
C 0.1766 5.6632 -1.2897
N 1.0261 4.7013 -0.9591
C -0.3966 5.5369 -2.6747
O -1.3889 6.4013 -3.0063
O -0.0328 4.7300 -3.4698
H 3.0598 2.5272 2.0291
H 1.7166 5.6038 2.1938
H 0.1826 7.4744 1.5620
H -0.8118 7.5057 -0.6724
H -1.6559 6.9320 -2.2514
O 2.7710 1.1341 -4.2867
N 2.8023 0.6215 -5.4861
C 3.8629 0.8787 -6.2818
C 3.9952 0.3612 -7.5456
C 2.9810 -0.4680 -8.0277
C 1.8950 -0.7211 -7.2250
C 1.7675 -0.1760 -5.9299
S 0.4288 -0.4717 -4.9353
H 4.5941 1.5264 -5.8206
H 4.8710 0.6067 -8.1288
H 3.0464 -0.9045 -9.0166
H 1.0843 -1.3533 -7.5550
C 0.2135 -2.4355 4.8386
C 0.1691 -1.0968 4.0973
C 1.5598 -0.7848 3.5354
C -0.2508 0.0245 5.0466
O -0.8474 -1.1914 3.1094
Si -0.7786 -1.3380 1.4548
S -0.2167 0.4196 0.5276
O 0.2446 -2.5999 1.1653
C 0.1390 -3.7661 0.3672
C 1.5334 -4.3887 0.3334
C -0.2968 -3.4080 -1.0555
C -0.8502 -4.7538 0.9951
O -2.2739 -1.8965 1.0332
C -3.5804 -1.4970 1.4272
C -3.6858 0.0102 1.6696
C -4.5121 -1.8929 0.2840
C -3.9593 -2.2541 2.7046
H 1.0222 -2.4413 5.5738
H 0.3852 -3.2334 4.1147
H -0.7330 -2.6223 5.3507
H 2.2745 -0.6622 4.3538
H 1.5163 0.1264 2.9393
H 1.8899 -1.5958 2.8857
H 0.4577 0.1164 5.8736
H -1.2444 -0.1773 5.4526
H -0.2845 0.9663 4.4962
H 2.2423 -3.6828 -0.1017
H 1.5232 -5.2989 -0.2698
H 1.8648 -4.6400 1.3434
H 0.3827 -2.6642 -1.4740
H -1.3001 -2.9821 -1.0353
H -0.2933 -4.2948 -1.6921
H -0.5029 -5.0619 1.9844
H -0.9504 -5.6413 0.3658
H -1.8218 -4.2733 1.0964
H -3.3240 0.5517 0.7967
H -3.0638 0.2942 2.5198
H -4.7234 0.2873 1.8721
H -4.2178 -1.3700 -0.6272
H -5.5434 -1.6286 0.5282
H -4.4582 -2.9681 0.1008
H -3.1952 -2.0685 3.4589
H -4.0110 -3.3281 2.5105
H -4.9284 -1.9159 3.0796

## Properties
**Kohn-Sham gap**: 5.613 eV
**Net charge**: -1
**E_tot**: -2753.8465 Eh
**F_max**: 2.4 eV/A
**Energy relative to the best compared isomer or geometry (same formula, charge and spin)**: 1.0961 eV

Entry 2:
ORCA calculation (wB97M-V/def2-TZVPD) on a molecular structure, C24H36IrN2O3SSi in a non-equilibrium geometry.

Geometry (Å):
Ir -0.7003 -0.9474 1.6010
C 1.2573 -1.6203 -2.5518
C 0.1774 -1.8094 -1.4983
C 0.2952 -3.1743 -0.8264
C -1.2071 -1.6203 -2.1057
O 0.3473 -0.7957 -0.4535
Si 1.0965 0.6772 -0.3798
S 0.8149 0.8263 1.7806
O 2.6258 0.7740 -0.8300
C 3.9422 0.4347 -0.3282
C 4.3883 1.5454 0.6164
C 4.8399 0.3650 -1.5554
C 3.9039 -0.9029 0.4025
O 0.1808 1.6817 -1.2304
C 0.4116 3.0073 -1.7770
C -0.9690 3.5712 -2.0743
C 1.2303 2.8648 -3.0546
C 1.1415 3.8720 -0.7553
H 1.1855 -2.4077 -3.3005
H 2.2481 -1.6609 -2.0999
H 1.1407 -0.6521 -3.0443
H -0.0057 -3.9608 -1.5174
H -0.3639 -3.2219 0.0448
H 1.3185 -3.3649 -0.5002
H -1.3607 -2.3397 -2.9091
H -1.3024 -0.6104 -2.5077
H -1.9815 -1.7708 -1.3507
H 4.5107 2.4850 0.0771
H 5.3389 1.2819 1.0792
H 3.6477 1.6869 1.4066
H 4.8565 1.3305 -2.0613
H 4.4655 -0.3817 -2.2569
H 5.8565 0.0994 -1.2665
H 3.2362 -0.8455 1.2632
H 4.9014 -1.1560 0.7600
H 3.5647 -1.6999 -0.2620
H -1.4701 2.9585 -2.8253
H -0.8847 4.5874 -2.4596
H -1.5722 3.5915 -1.1656
H 0.7001 2.2453 -3.7800
H 2.1930 2.4029 -2.8344
H 1.3996 3.8446 -3.5009
H 0.5439 3.9798 0.1522
H 1.3284 4.8625 -1.1678
H 2.0974 3.4168 -0.4951
C -5.1497 1.6088 -0.5881
C -3.7911 1.4805 -0.8461
C -2.9970 0.6944 -0.0364
C -3.5655 0.0061 1.0422
C -4.9372 0.1540 1.3133
C -5.7128 0.9490 0.5003
N -2.7607 -0.8027 1.8358
N -3.2952 -1.5136 2.7339
C -2.4094 -2.1609 3.5291
C -2.8506 -2.9936 4.5612
C -1.9285 -3.7153 5.2929
C -0.5695 -3.6094 5.0109
C -0.1207 -2.7581 4.0002
C -1.0193 -2.0207 3.2588
H -5.7689 2.2213 -1.2291
H -3.3488 1.9971 -1.6871
H -1.9351 0.6185 -0.2361
H -5.3513 -0.3577 2.1691
H -6.7686 1.0607 0.7071
H -3.9143 -3.0545 4.7537
H -2.2620 -4.3760 6.0813
H 0.1453 -4.1921 5.5757
H 0.9422 -2.6856 3.7995

## Properties
**Kohn-Sham gap (spin up / spin down)**: 6.106 / 6.107 eV
**Net charge**: +1
**E_tot**: -2063.2676 Eh
**F_max**: 2.2 eV/A

Entry 3:
ORCA calculation (wB97M-V/def2-TZVPD) on a molecular structure, C24H36IrP2Si in a non-equilibrium geometry.

Geometry (Å):
C -0.2142 2.1022 3.3734
C 0.3959 0.8401 3.0174
C 1.5133 1.1500 2.1961
H 0.1919 -0.1567 3.3196
C 1.4298 2.4942 1.7715
C 0.4304 3.1250 2.6139
H 0.0862 4.1288 2.3844
H -1.1560 2.1383 3.9179
H 2.1887 0.4441 1.7754
H 2.1092 2.8691 1.0460
Ir -0.5712 1.6878 1.2306
C -1.0386 -0.5771 -2.4217
H -0.2344 0.0799 -2.0933
H -1.9354 0.0891 -2.1857
H -0.9693 -1.4305 -1.6757
Si 1.3223 -1.5487 0.7712
C 0.7920 -3.2838 -0.0511
C 1.0981 -4.2866 0.9059
H 1.4826 -4.0089 1.8720
C 0.8050 -5.6315 0.6904
H 0.9671 -6.3323 1.4785
C 0.2756 -6.1414 -0.4932
H 0.0400 -7.2021 -0.6177
C 0.1198 -5.1934 -1.4684
H -0.2766 -5.5338 -2.3945
C 0.3751 -3.8215 -1.2992
H 0.1946 -3.1655 -2.1587
C 2.9511 -1.4857 -0.4690
C 3.6250 -2.5978 -1.0465
H 3.1593 -3.5753 -1.1033
C 4.8930 -2.5044 -1.6626
H 5.4269 -3.4001 -1.9702
C 5.5567 -1.3191 -1.8556
H 6.5596 -1.2462 -2.2861
C 4.8210 -0.2196 -1.5036
H 5.2537 0.7398 -1.7198
C 3.5628 -0.2792 -0.8704
H 3.0210 0.6545 -0.6958
H 1.5254 -1.7576 2.1523
H -1.0616 -0.7771 -3.5557
C 0.0171 3.2769 -1.8923
P -1.2192 2.9109 -0.6397
C -1.6614 4.5241 0.0859
C -2.7175 2.3194 -1.4644
C -3.5072 1.3407 -0.6281
P -2.8138 1.1179 1.0220
C -3.2874 -0.4541 1.7328
C -3.6459 2.4203 2.0310
H 0.9739 3.5542 -1.4478
H -0.3177 4.1096 -2.5199
H 0.1917 2.4209 -2.5450
H -2.2988 5.0744 -0.6158
H -2.1862 4.4051 1.0338
H -0.7538 5.0992 0.2918
H -3.3136 3.2025 -1.6923
H -2.4601 1.9068 -2.4403
H -4.5357 1.6886 -0.5017
H -3.5942 0.3628 -1.1019
H -3.4558 -0.3513 2.8117
H -4.2039 -0.8414 1.2702
H -2.4856 -1.1834 1.5839
H -2.9842 2.7360 2.8450
H -3.8854 3.2955 1.4168
H -4.5713 1.9975 2.4458

## Properties
**Kohn-Sham gap (spin up / spin down)**: 2.473 / 2.832 eV
**Net charge**: +1
**Spin multiplicity**: 5
**E_tot**: -2012.0973 Eh
**F_max**: 4.7 eV/A
**Energy relative to the best compared isomer or geometry (same formula, charge and spin)**: 4.2229 eV